[1]
# C2H8N2O2

A molecular structure, C2H8N2O2 (ωB97M-V/def2-TZVPD, the Open Molecules 2025 dataset).

Geometry as ORCA input:
```
! RIJCOSX wB97M-V def2-TZVPD def2/J DEFGRID3
* xyz 0 1
C -0.304 0.655 -0.682
C 1.178 -1.022 0.285
N 0.316 0.147 0.460
N -1.373 -0.398 -0.117
O 1.596 1.480 -0.205
O -2.575 0.088 0.401
H 1.545 2.200 0.436
H -2.449 0.117 1.361
H -1.453 -1.345 -0.483
H 0.044 0.358 -1.670
H -0.762 1.629 -0.577
H 2.164 -0.724 0.634
H 0.797 -1.829 0.911
H 1.275 -1.356 -0.754
*
```

Summary:
Relative energy (zero: lowest compared OMol25 entry of this formula, charge and spin) (eV): 7.694
Frontier orbital gap (alpha / beta) (eV): 9.31 / 9.31
Molar mass (g mol⁻¹): 92.1

=====

[2]
# C2H8N2O2

2 unconnected molecules or ions with the total composition C2H8N2O2 (ωB97M-V/def2-TZVPD, the Open Molecules 2025 dataset).

Geometry as ORCA input:
```
! RIJCOSX wB97M-V def2-TZVPD def2/J DEFGRID3
* xyz 0 1
N -0.545 -1.357 -2.620
C -0.853 -0.949 -1.267
N 0.389 -0.848 -0.531
H -1.381 -1.558 -3.150
H -0.014 -2.223 -2.590
H -1.554 -1.658 -0.792
H -1.340 0.027 -1.265
H 1.020 -1.566 -0.873
H 0.308 -1.032 0.465
O 0.744 0.416 2.398
C 0.444 1.504 1.973
O -0.006 1.710 0.744
H 0.493 2.370 2.631
H 0.068 0.830 0.332
*
```

Summary:
Relative energy (zero: lowest compared OMol25 entry of this formula, charge and spin) (eV): 1.099
Structure (SMILES): O=CO.NCN
Frontier orbital gap (eV): 10.39
Molar mass (g mol⁻¹): 92.1

=====

[3]
# C2H8N2O2

2 unconnected molecules or ions with the total composition C2H8N2O2 (ωB97M-V/def2-TZVPD, the Open Molecules 2025 dataset).

Geometry as ORCA input:
```
! RIJCOSX wB97M-V def2-TZVPD def2/J DEFGRID3
* xyz 0 1
N 0.607 1.724 1.128
C 0.600 0.513 0.371
C -0.683 -0.240 0.472
N -1.666 -0.134 1.465
O -0.740 -1.155 -0.359
H 1.262 1.574 1.912
H 0.757 2.545 0.607
H 0.898 0.796 -0.728
H 1.452 -0.169 0.673
H -1.731 0.674 1.989
H -2.372 -0.877 1.458
H 0.572 -2.400 -3.479
H 0.148 -1.187 -2.505
O 0.896 -1.665 -3.006
*
```

Summary:
Relative energy (zero: lowest compared OMol25 entry of this formula, charge and spin) (eV): 1.202
Structure (SMILES): NCC(N)=O.O
Frontier orbital gap (eV): 10.29
Molar mass (g mol⁻¹): 92.1

=====

[4]
# C2H8N2O2

2 unconnected molecules or ions with the total composition C2H8N2O2 (ωB97M-V/def2-TZVPD, the Open Molecules 2025 dataset).

Geometry as ORCA input:
```
! RIJCOSX wB97M-V def2-TZVPD def2/J DEFGRID3
* xyz 0 1
N -3.344 -0.319 -0.114
C -4.156 0.069 -1.354
N -4.723 -1.101 -2.016
H -2.769 -1.263 -0.415
H -2.489 0.328 -0.267
H -4.891 0.753 -0.935
H -3.521 0.559 -2.123
H -4.412 -2.073 -1.902
H -5.687 -1.123 -1.833
O 4.688 1.678 1.298
C 4.153 0.646 0.931
O 4.280 -0.665 1.544
H 3.700 0.686 -0.055
H 4.813 -0.323 2.241
*
```

Summary:
Relative energy (zero: lowest compared OMol25 entry of this formula, charge and spin) (eV): 2.630
Structure (SMILES): O=CO.NCN
Frontier orbital gap (eV): 9.89
Molar mass (g mol⁻¹): 92.1

=====

[5]
# C2H8N2O2S

2 unconnected molecules or ions with the total composition C2H8N2O2S (ωB97M-V/def2-TZVPD, the Open Molecules 2025 dataset).

Geometry as ORCA input:
```
! RIJCOSX wB97M-V def2-TZVPD def2/J DEFGRID3
* xyz 0 1
C 2.054 -0.334 -0.665
C -2.416 -0.857 0.038
N 3.148 0.512 -0.059
N 2.995 1.023 0.997
O -0.616 0.429 1.058
O -1.913 0.011 -0.973
S -0.973 1.125 -0.203
H 2.505 -1.172 -1.121
H 1.197 -0.657 -0.030
H 1.545 0.088 -1.543
H -3.413 -0.423 0.423
H -1.671 -1.084 0.794
H -2.458 -1.780 -0.452
H -2.004 2.104 0.235
H 2.019 1.015 1.501
*
```

Summary:
Relative energy (zero: lowest compared OMol25 entry of this formula, charge and spin) (eV): 3.449
Frontier orbital gap (eV): 8.84
Molar mass (g mol⁻¹): 124.2

=====

[6]
# C2H8N2O3

A molecular structure, C2H8N2O3 (ωB97M-V/def2-TZVPD, the Open Molecules 2025 dataset).

Geometry as ORCA input:
```
! RIJCOSX wB97M-V def2-TZVPD def2/J DEFGRID3
* xyz 0 1
C -0.497 0.788 0.106
C -1.465 1.345 1.113
N 0.805 1.024 0.373
O -0.841 0.432 -1.036
H 0.181 -0.285 -1.768
H -0.004 -1.975 1.096
H 1.506 0.709 -0.283
H 1.104 1.356 1.273
H -2.484 1.264 0.747
H -1.255 2.387 1.347
H -1.380 0.777 2.039
N 1.026 -2.071 -1.523
O 1.961 -2.786 -1.745
O 1.097 -0.840 -2.072
H 0.246 -2.125 0.332
*
```

Summary:
Relative energy (zero: lowest compared OMol25 entry of this formula, charge and spin) (eV): 3.614
Frontier orbital gap (eV): 9.96
Molar mass (g mol⁻¹): 108.1

=====

[7]
# C2H8N2O4S

2 unconnected molecules or ions with the total composition C2H8N2O4S (ωB97M-V/def2-TZVPD, the Open Molecules 2025 dataset).

Geometry as ORCA input:
```
! RIJCOSX wB97M-V def2-TZVPD def2/J DEFGRID3
* xyz 0 1
C 1.988 0.111 0.204
C 0.713 -0.622 -0.383
N 1.994 1.506 -0.272
N 0.207 -1.748 -0.093
O -2.138 0.411 -1.199
O -2.180 -1.520 0.382
O -3.480 0.478 0.840
O -1.070 0.583 0.975
S -2.240 -0.041 0.399
H 1.902 -0.043 1.307
H 2.884 -0.504 -0.124
H 0.296 -0.027 -1.165
H 1.331 1.968 0.233
H 2.818 2.074 -0.547
H -0.894 -1.707 -0.062
H 0.519 -2.105 0.779
H -2.649 1.188 -1.276
*
```

Summary:
Relative energy (zero: lowest compared OMol25 entry of this formula, charge and spin) (eV): 0.004
Frontier orbital gap (eV): 10.09
Molar mass (g mol⁻¹): 156.2

=====

[8]
# C2H8N2O5S2

A single C2H8N2O5S2 molecule (ωB97M-V/def2-TZVPD, the Open Molecules 2025 dataset).

Geometry as ORCA input:
```
! RIJCOSX wB97M-V def2-TZVPD def2/J DEFGRID3
* xyz 0 1
C -1.092 -1.798 -1.695
C -1.841 0.816 1.091
N 2.638 1.469 0.862
N -0.774 -1.621 0.563
O 0.409 0.755 -0.144
O 0.580 -0.107 2.104
O 2.398 -0.637 -0.681
O 2.106 1.642 -1.577
O -1.739 -1.520 -0.467
S -0.364 -0.214 0.988
S 1.959 0.709 -0.492
H -1.457 -1.354 -2.555
H -1.088 -2.974 -1.998
H -0.081 -1.458 -1.763
H -2.672 0.037 1.444
H -1.699 1.712 1.639
H -1.958 1.335 0.160
H 2.124 2.367 0.914
H 2.551 0.841 1.606
*
```

Summary:
Relative energy (zero: lowest compared OMol25 entry of this formula, charge and spin) (eV): 0.166
Structure (SMILES): CON=[S@@](C)(=O)OS(N)(=O)=O
Frontier orbital gap (eV): 10.54
Molar mass (g mol⁻¹): 204.2

=====

[9]
# C2H8N2OP2

A molecular structure, C2H8N2OP2 (ωB97M-V/def2-TZVPD, the Open Molecules 2025 dataset).

Geometry as ORCA input:
```
! RIJCOSX wB97M-V def2-TZVPD def2/J DEFGRID3
* xyz 0 1
C 0.661 -0.392 -1.346
C -0.287 -1.967 0.251
N 0.515 1.894 0.595
N 0.247 -0.648 0.009
O -0.557 0.258 2.344
P 0.067 3.375 0.879
P -0.420 0.564 0.925
H 0.866 0.671 -1.461
H 1.579 -0.955 -1.545
H -0.101 -0.697 -2.073
H -1.113 -2.199 -0.429
H 0.499 -2.713 0.114
H -0.650 -2.011 1.276
H 1.356 3.932 0.596
H -2.663 0.889 -0.135
*
```

Summary:
Relative energy (zero: lowest compared OMol25 entry of this formula, charge and spin) (eV): 3.058
Frontier orbital gap (alpha / beta) (eV): 6.99 / 6.64
Molar mass (g mol⁻¹): 138.0

=====

[10]
# C2H8N2P

A gas-phase ion, C2H8N2P (charge +1) (ωB97M-V/def2-TZVPD, the Open Molecules 2025 dataset).

Geometry as ORCA input:
```
! RIJCOSX wB97M-V def2-TZVPD def2/J DEFGRID3
* xyz 1 1
C -0.938 1.077 -0.240
C 0.190 -1.160 -0.371
N 1.110 1.246 0.141
N -0.858 -0.294 0.347
P 1.785 -0.329 0.007
H -1.348 1.843 0.480
H -1.126 1.167 -1.389
H 0.282 -2.210 0.158
H -0.017 -1.268 -1.485
H 1.289 1.670 -0.760
H -0.303 -0.187 1.249
H -1.696 -0.857 0.516
H 1.631 -0.698 1.349
*
```

Summary:
Relative energy (zero: lowest compared OMol25 entry of this formula, charge and spin) (eV): 3.072
Frontier orbital gap (eV): 9.41
Molar mass (g mol⁻¹): 91.1

=====

[11]
# C2H8N3O

2 unconnected molecules or ions with the total composition C2H8N3O (ωB97M-V/def2-TZVPD, the Open Molecules 2025 dataset).

Geometry as ORCA input:
```
! RIJCOSX wB97M-V def2-TZVPD def2/J DEFGRID3
* xyz 1 1
C -0.553 -0.320 0.007
C -1.202 -0.553 -1.419
N 0.422 -1.072 0.307
N -0.963 0.809 0.708
N 1.943 0.293 1.127
O 1.379 1.369 0.839
H -0.388 1.574 1.021
H -1.583 0.401 -1.675
H -2.020 -1.239 -1.498
H -0.507 -0.627 -2.153
H 0.705 -1.794 -0.318
H -1.932 0.968 0.654
H 2.226 0.171 2.073
H 2.472 0.020 0.327
*
```

Summary:
Relative energy (zero: lowest compared OMol25 entry of this formula, charge and spin) (eV): 6.562
Frontier orbital gap (alpha / beta) (eV): 8.29 / 7.48
Molar mass (g mol⁻¹): 90.1

=====

[12]
# C2H8N3O

2 unconnected molecules or ions with the total composition C2H8N3O (ωB97M-V/def2-TZVPD, the Open Molecules 2025 dataset).

Geometry as ORCA input:
```
! RIJCOSX wB97M-V def2-TZVPD def2/J DEFGRID3
* xyz 1 1
C 0.723 1.375 0.499
C 1.179 0.335 -1.558
N 0.764 2.390 1.053
N -1.045 -1.498 0.654
N 0.502 0.409 -0.220
O -2.240 -0.780 0.731
H 2.117 1.055 -1.520
H 0.412 0.475 -2.212
H 1.539 -0.709 -1.514
H 1.186 2.885 1.869
H -0.112 -0.559 0.174
H -1.064 -2.397 0.180
H -1.010 -1.775 1.638
H -2.951 -1.206 0.226
*
```

Summary:
Relative energy (zero: lowest compared OMol25 entry of this formula, charge and spin) (eV): 4.916
Frontier orbital gap (eV): 11.75
Molar mass (g mol⁻¹): 90.1